one:
Below is one molecule with the formula C11H14FN, with properties calculated with ωB97M-V/def2-TZVPD.

ORCA input file:
```
! RIJCOSX wB97M-V def2-TZVPD def2/J DEFGRID3
* xyz 0 1
C -3.7671 -0.4250 -0.2197
C -2.9631 0.6283 0.2256
C -3.1747 -1.5873 -0.6404
C -1.6018 0.4459 0.4399
C -1.7693 -1.7314 -0.3819
C -0.9974 -0.7530 0.1417
C 0.6532 -0.7600 0.4037
C 1.4012 0.1661 -0.4342
C 0.9686 -1.0761 1.8236
C 0.6650 0.9340 -1.6251
C 2.6195 0.8370 0.1349
N 1.4514 -1.3553 -0.6575
F 2.5979 -1.8236 -0.0501
H -4.7896 -0.1916 -0.1684
H -3.3057 1.6731 0.5034
H -3.8180 -2.4045 -1.0018
H -0.8650 1.2384 0.6607
H -1.4297 -2.6751 -0.8189
H 0.3618 -0.3658 2.4148
H 1.9267 -0.7769 2.0351
H 0.7968 -2.1859 1.9855
H 0.7630 2.0221 -1.5139
H -0.4583 0.6154 -1.5861
H 1.1981 0.6400 -2.4708
H 2.8300 1.7529 -0.4369
H 3.5362 0.2499 0.2727
H 2.4021 1.0849 1.2462
*
```

## Properties
SMILES: CC1(C)N(F)[C@]1(C)c1ccccc1
Kohn-Sham gap: 10.2 eV
M: 179.24 g mol⁻¹

two:
Below is a 3-piece molecular cluster, C11H14FN overall, with properties calculated with ωB97M-V/def2-TZVPD.

ORCA input file:
```
! RIJCOSX wB97M-V def2-TZVPD def2/J DEFGRID3
* xyz 0 1
C 1.0288 3.1236 0.4795
C -0.2906 3.2143 0.1637
C 1.7009 2.1635 -0.2377
C -0.9640 2.4132 -0.7250
C 1.0689 1.1893 -1.0595
C -0.3207 1.3028 -1.1837
C -0.8785 0.4100 -2.1274
C 0.0297 -2.0856 0.7065
C -1.3017 -0.4038 -2.8920
C -1.2628 -1.3823 1.0876
C 0.1089 -2.8774 -0.6503
N 0.8915 -1.9668 1.5902
F 0.6230 -0.5462 3.7112
H 1.4929 3.9258 0.9772
H -0.8858 4.0068 0.6427
H 2.7634 2.2751 -0.0634
H -2.0244 2.5252 -0.9279
H 1.7472 0.2626 -1.3327
H 0.7041 -1.3283 3.1600
H 1.7611 -2.3204 1.4260
H -1.3169 -1.0155 -3.7089
H -1.8145 -0.7469 0.3199
H -1.1621 -0.8197 1.9929
H -1.9133 -2.1563 1.4355
H 1.0996 -3.2757 -0.7065
H -0.3575 -2.1933 -1.4870
H -0.5276 -3.6939 -0.5910
*
```

## Properties
SMILES: C#Cc1ccccc1.CC(C)=N.F
Kohn-Sham gap: 9.8 eV
M: 179.24 g mol⁻¹

two is favored, and the nearest alternative lies 69.5 kJ/mol above it.

one:
Below is one molecule with the formula C3H7N3S, with properties calculated with ωB97M-V/def2-TZVPD.

ORCA input file:
```
! RIJCOSX wB97M-V def2-TZVPD def2/J DEFGRID3
* xyz 0 1
C 0.3825 0.7669 1.9958
C -0.4084 0.6667 0.5709
C -0.3555 -0.6575 -1.5742
H 1.3219 1.2908 1.9500
H -0.1853 1.5064 2.6628
H 0.7707 -0.1000 2.3091
H -1.7752 2.0250 0.5256
H 1.3347 -2.2408 -0.9088
H -1.3139 0.0900 -1.9937
H -0.5604 -1.6701 -2.9120
N -1.4780 1.2046 0.0158
N 0.1643 -0.3904 -0.3215
N 0.2267 -1.6436 -2.1596
S 1.8759 -0.8479 -0.1601
*
```

## Properties
SMILES: [H]/N=C/N(S)/C(C)=N/[H]
Kohn-Sham gap: 9.3 eV
M: 117.18 g mol⁻¹

two:
Below is one molecule with the formula C3H7N3S, with properties calculated with ωB97M-V/def2-TZVPD.

ORCA input file:
```
! RIJCOSX wB97M-V def2-TZVPD def2/J DEFGRID3
* xyz 0 1
C 0.2943 -0.2037 -0.5645
C 1.5710 -0.1149 0.1118
C 2.2149 1.0023 0.4419
N -1.7222 -1.2910 0.2275
N -0.4899 -1.3369 -0.0948
N -2.5783 -0.5067 0.3571
S -2.5202 1.2468 -0.2979
H -0.2395 0.7003 -0.2305
H 0.3579 -0.2415 -1.7718
H 2.1101 -1.0211 0.4225
H -3.7494 1.2363 0.1067
H 1.9015 1.9820 0.3151
H 3.1532 0.9001 1.0583
H -0.3035 -2.3521 -0.0812
*
```

## Properties
SMILES: C=CCN/N=N\S
Kohn-Sham gap: 9.2 eV
M: 117.18 g mol⁻¹

three:
Below is one molecule with the formula C3H7N3S, with properties calculated with ωB97M-V/def2-TZVPD.

ORCA input file:
```
! RIJCOSX wB97M-V def2-TZVPD def2/J DEFGRID3
* xyz 0 1
C 1.5022 -0.3472 -1.4564
C 0.2021 0.0392 -0.6472
C -1.5366 -0.6390 1.0347
H 1.3135 -1.0253 -2.2381
H 1.8625 0.6164 -1.7416
H 2.1998 -0.9619 -0.8315
H 1.0968 1.9202 -0.5590
H -0.5954 -1.7533 -0.3996
H -2.1862 -1.5541 1.0752
H -0.5831 1.7155 1.4129
N 0.2295 1.3297 -0.3277
N -0.4561 -0.8680 0.0019
N -1.8724 0.0657 2.0477
S -1.1766 1.4620 2.6288
*
```

## Properties
SMILES: [H]/N=C(\C)N/C=N\S
Kohn-Sham gap: 8.8 eV
M: 117.18 g mol⁻¹

three is favored, and the nearest alternative lies 139.6 kJ/mol above it.

one:
Below is one molecule with the formula C3H7N3S, with properties calculated with ωB97M-V/def2-TZVPD.

ORCA input file:
```
! RIJCOSX wB97M-V def2-TZVPD def2/J DEFGRID3
* xyz 0 1
C -0.4098 0.7333 -0.0348
C 1.3662 -0.7740 -0.7553
C 1.3698 -0.7707 0.7279
H -1.8665 -1.5047 -0.0275
H -2.3048 1.7109 0.0249
H -0.2886 2.5884 0.0702
H 1.3758 -1.7298 -1.2436
H 1.8271 0.1009 -1.2091
H 1.7454 0.1244 1.1708
H 1.3913 -1.7700 1.3259
N -1.8015 0.7521 0.0036
N 0.3448 1.7492 -0.0240
N 0.1296 -0.6083 -0.0120
S -2.8789 -0.6018 -0.0169
*
```

## Properties
SMILES: [H]/N=C(\NS)N1CC1
Kohn-Sham gap: 8.8 eV
M: 117.18 g mol⁻¹

two:
Below is one molecule with the formula C3H7N3S, with properties calculated with ωB97M-V/def2-TZVPD.

ORCA input file:
```
! RIJCOSX wB97M-V def2-TZVPD def2/J DEFGRID3
* xyz 0 1
C -1.8420 -1.1318 -0.0191
C -1.1004 0.1664 -0.0994
C 1.1413 1.0035 -0.0809
H -1.4542 -1.6862 -0.9064
H -2.8533 -1.0486 -0.0708
H -1.5680 -1.7209 0.8337
H -2.5270 1.3162 0.0885
H 0.7026 -0.9533 0.2962
H 0.5747 1.9893 0.0142
H 4.4729 0.1142 0.4167
N -1.5313 1.3773 -0.1148
N 0.2562 -0.0779 -0.2138
N 2.4381 1.0429 -0.0153
S 3.2903 -0.3909 -0.1288
*
```

## Properties
SMILES: [H]/N=C(\C)N/C=N\S
Kohn-Sham gap: 9.1 eV
M: 117.18 g mol⁻¹

two is favored, and the nearest alternative lies 107.8 kJ/mol above it.